1.
Molecular formula: CH5OTl
Method: DFT, the ωB97M-V functional and the def2-TZVPD basis

The geometry in ORCA input format:
```
! RIJCOSX wB97M-V def2-TZVPD def2/J DEFGRID3
* xyz 0 1
H -4.1909 1.4803 -0.6198
C 1.8102 -0.6269 0.2523
H 2.3547 -0.1042 1.0457
H 1.6625 -1.6670 0.5802
H 2.4219 -0.5810 -0.6616
Tl -1.6621 0.1668 -0.2130
O -3.2453 1.4377 -0.4972
H 0.8491 -0.1059 0.1135
*
```

Properties
- Energy: -7858.2536 eV
- Kohn-Sham gap: 9.310 eV
- E_HOMO: -9.18 eV
- LUMO level: 0.0048 hartree

=====

2.
Molecular formula: C20H24N4O3S
Method: DFT, the ωB97M-V functional and the def2-TZVPD basis

The geometry in ORCA input format:
```
! RIJCOSX wB97M-V def2-TZVPD def2/J DEFGRID3
* xyz 0 1
C -0.8120 -4.7616 0.6082
H -0.4416 -4.4569 1.5838
C -0.4880 -3.7091 -0.4451
N -1.1099 -2.4331 -0.1312
C -0.5218 -1.5482 0.7206
N -1.0144 -0.4067 1.0783
C -2.2190 -0.0792 0.5503
C -2.8964 -0.9188 -0.3302
N -4.0726 -0.3305 -0.7090
C -4.1709 0.8829 -0.0902
C -5.1757 1.8412 -0.1615
C -5.0148 2.9947 0.5749
C -3.8834 3.2054 1.3696
C -2.8820 2.2650 1.4497
C -3.0201 1.0881 0.7161
H -2.0080 2.4219 2.0623
H -3.8014 4.1252 1.9287
H -5.7793 3.7564 0.5396
H -6.0502 1.6826 -0.7741
H -4.7398 -0.7450 -1.3379
C -2.3655 -2.1862 -0.7260
O -2.8751 -2.9906 -1.4843
S 1.0617 -1.9909 1.3543
C 1.4555 -0.5816 2.4443
H 1.6468 -1.0060 3.4299
C 2.7360 0.1005 1.9837
O 3.7831 -0.1197 2.5631
N 2.6580 0.9499 0.9378
C 1.5104 1.2304 0.1074
H 0.5848 0.8758 0.5545
H 1.4443 2.3168 -0.0249
C 1.7210 0.5848 -1.2733
C 0.5646 0.8895 -2.2135
H 0.7449 0.4272 -3.1794
H -0.3652 0.5079 -1.7999
H 0.4790 1.9633 -2.3544
O 2.9096 1.0799 -1.8548
C 4.0511 0.8251 -1.0551
C 5.2630 1.3934 -1.7772
H 6.1650 1.1898 -1.2080
H 5.3478 0.9412 -2.7609
H 5.1477 2.4668 -1.8999
C 3.8809 1.4498 0.3394
H 4.7154 1.1802 0.9867
H 3.8151 2.5387 0.2492
H 4.1619 -0.2667 -0.9287
H 1.8171 -0.5080 -1.1345
H 0.5766 0.0588 2.4614
H -0.8936 -4.0176 -1.4119
H 0.5913 -3.5637 -0.5290
H -0.3440 -5.7029 0.3360
H -1.8876 -4.9100 0.6654
*
```

Properties
- Energy: -44069.6846 eV
- Kohn-Sham gap: 8.300 eV
- E_HOMO: -8.02 eV
- SMILES string: CCn1c(SCC(=O)N2C[C@@H](C)O[C@@H](C)C2)nc2c([nH]c3ccccc32)c1=O
- LUMO level: 0.0101 hartree

=====

Repeat the second record exactly.
Molecular formula: C20H24N4O3S
Method: DFT, the ωB97M-V functional and the def2-TZVPD basis

The geometry in ORCA input format:
```
! RIJCOSX wB97M-V def2-TZVPD def2/J DEFGRID3
* xyz 0 1
C -0.8120 -4.7616 0.6082
H -0.4416 -4.4569 1.5838
C -0.4880 -3.7091 -0.4451
N -1.1099 -2.4331 -0.1312
C -0.5218 -1.5482 0.7206
N -1.0144 -0.4067 1.0783
C -2.2190 -0.0792 0.5503
C -2.8964 -0.9188 -0.3302
N -4.0726 -0.3305 -0.7090
C -4.1709 0.8829 -0.0902
C -5.1757 1.8412 -0.1615
C -5.0148 2.9947 0.5749
C -3.8834 3.2054 1.3696
C -2.8820 2.2650 1.4497
C -3.0201 1.0881 0.7161
H -2.0080 2.4219 2.0623
H -3.8014 4.1252 1.9287
H -5.7793 3.7564 0.5396
H -6.0502 1.6826 -0.7741
H -4.7398 -0.7450 -1.3379
C -2.3655 -2.1862 -0.7260
O -2.8751 -2.9906 -1.4843
S 1.0617 -1.9909 1.3543
C 1.4555 -0.5816 2.4443
H 1.6468 -1.0060 3.4299
C 2.7360 0.1005 1.9837
O 3.7831 -0.1197 2.5631
N 2.6580 0.9499 0.9378
C 1.5104 1.2304 0.1074
H 0.5848 0.8758 0.5545
H 1.4443 2.3168 -0.0249
C 1.7210 0.5848 -1.2733
C 0.5646 0.8895 -2.2135
H 0.7449 0.4272 -3.1794
H -0.3652 0.5079 -1.7999
H 0.4790 1.9633 -2.3544
O 2.9096 1.0799 -1.8548
C 4.0511 0.8251 -1.0551
C 5.2630 1.3934 -1.7772
H 6.1650 1.1898 -1.2080
H 5.3478 0.9412 -2.7609
H 5.1477 2.4668 -1.8999
C 3.8809 1.4498 0.3394
H 4.7154 1.1802 0.9867
H 3.8151 2.5387 0.2492
H 4.1619 -0.2667 -0.9287
H 1.8171 -0.5080 -1.1345
H 0.5766 0.0588 2.4614
H -0.8936 -4.0176 -1.4119
H 0.5913 -3.5637 -0.5290
H -0.3440 -5.7029 0.3360
H -1.8876 -4.9100 0.6654
*
```

Properties
- Energy: -44069.6846 eV
- Kohn-Sham gap: 8.300 eV
- E_HOMO: -8.02 eV
- SMILES string: CCn1c(SCC(=O)N2C[C@@H](C)O[C@@H](C)C2)nc2c([nH]c3ccccc32)c1=O
- LUMO level: 0.0101 hartree

=====

- The highest energy belongs to which entry?
  CH5OTl

=====

- Which value of energy does entry 2 give?
  -44069.6846 eV